Below is the molecule H4NP3 in a non-equilibrium geometry, with properties calculated with the ωB97M-V functional and the def2-TZVPD basis.

Maximum force   3.459 eV/A
HOMO (spin up / spin down)   -8.67 / -8.66 eV
Frontier orbital gap (spin up / spin down)   6.23 / 6.21 eV
Energy relative to the best compared isomer or geometry (same formula, charge and spin)   372.4 kJ/mol
Energy   -1081.010506 Ha

```
! wB97M-V def2-TZVPD RIJCOSX def2/J DEFGRID3
* xyz 0 1
N -1.86 -0.33 1.67
P 0.61 0.82 0.48
P -0.60 -0.94 1.05
P 0.27 1.30 -1.55
H 0.11 -1.91 2.03
H -0.68 -1.82 -0.04
H 1.02 2.46 -1.40
H 1.12 0.42 -2.25
*
```